[1]
Formula: C10H10ClNO
Source: the Open Molecules 2025 dataset
Level of theory: ωB97M-V/def2-TZVPD

The geometry in ORCA input format:
```
! RIJCOSX wB97M-V def2-TZVPD def2/J DEFGRID3
* xyz 0 1
C -3.440 0.085 -0.446
C -2.898 1.354 -0.363
C -2.595 -1.015 -0.427
C -1.534 1.533 -0.234
C -1.232 -0.842 -0.304
C -0.670 0.436 -0.180
C 1.766 -0.588 -1.538
C 1.613 -0.469 0.713
C 0.772 0.587 -0.045
C 2.751 0.069 1.569
N 2.131 -1.204 -0.436
O 1.851 -0.626 -2.711
Cl 1.394 2.207 0.025
H -4.509 -0.046 -0.525
H -3.545 2.219 -0.394
H -3.001 -2.013 -0.508
H -1.138 2.533 -0.145
H -0.584 -1.707 -0.317
H 0.973 -1.122 1.321
H 3.482 0.579 0.946
H 3.254 -0.748 2.082
H 2.377 0.766 2.311
H 2.783 -1.989 -0.392
*
```

## Properties
LUMO energy   0.013 Ha
Highest occupied orbital energy   -7.694 eV
ΔE to the lowest compared entry with this formula, charge and spin   29.8 kcal per mole
Kohn-Sham gap   8.04 eV

Here are the Mulliken charges for atoms 1 to 4, given in e: -0.41 -0.61 -0.76 -0.48


[2]
Formula: C10H10F3IO6S2
Source: the Open Molecules 2025 dataset
Level of theory: ωB97M-V/def2-TZVPD

The geometry in ORCA input format:
```
! RIJCOSX wB97M-V def2-TZVPD def2/J DEFGRID3
* xyz 0 1
C 2.964 3.612 0.819
C 2.606 2.536 0.424
C 2.139 1.158 0.127
C 0.732 1.017 0.745
O -0.201 1.995 0.270
S -0.323 1.974 -1.385
O -0.544 3.292 -1.880
O -1.785 1.204 -1.606
C -1.993 0.190 -0.631
C -3.204 -0.682 -1.056
C -3.895 -1.141 0.245
O -3.905 -2.251 0.625
I -4.884 0.356 1.498
C -0.746 -0.751 -0.537
C 0.124 -0.443 0.713
S 1.336 -1.728 1.076
O 2.169 -1.309 2.163
O 0.647 -2.937 1.402
C 2.424 -2.123 -0.393
F 3.680 -1.921 -0.111
F 2.239 -3.374 -0.708
F 2.143 -1.405 -1.480
H 3.508 4.364 1.342
H 2.187 0.984 -0.950
H 2.881 0.503 0.597
H 0.851 1.243 1.809
H -2.211 0.579 0.371
H -3.958 -0.114 -1.611
H -2.898 -1.590 -1.578
H -1.147 -1.762 -0.370
H -0.188 -0.804 -1.476
H -0.576 -0.476 1.559
*
```

## Properties
LUMO energy   0.002 Ha
Highest occupied orbital energy   -10.129 eV
Kohn-Sham gap   10.19 eV

Here are the Mulliken charges for atoms 1 to 4, given in e: -0.20 -0.94 -0.13 -0.28


[3]
Formula: C10H10F5N2O5STeTi
Source: the Open Molecules 2025 dataset
Level of theory: ωB97M-V/def2-TZVPD

The geometry in ORCA input format:
```
! RIJCOSX wB97M-V def2-TZVPD def2/J DEFGRID3
* xyz 1 1
Ti -1.891 -0.610 1.313
C 3.791 1.615 -3.659
C 3.002 0.901 -2.601
C 2.899 -0.489 -2.598
C 2.176 -1.151 -1.622
C 1.544 -0.397 -0.639
C 1.633 0.990 -0.608
C 2.367 1.625 -1.590
S 0.599 -1.263 0.524
O 1.223 -2.492 0.874
O -0.807 -1.415 -0.095
N 0.149 -0.307 1.713
C 0.563 -0.635 3.072
C -0.706 -0.944 3.853
O -0.884 -0.854 5.011
O -1.721 -1.307 2.950
H 4.184 0.921 -4.399
H 4.630 2.152 -3.214
H 3.168 2.348 -4.172
H 3.396 -1.063 -3.369
H 2.112 -2.231 -1.617
H 1.155 1.553 0.183
H 2.458 2.704 -1.574
H 1.085 0.188 3.554
H 1.201 -1.522 3.102
N -1.768 2.780 1.267
C -1.780 1.636 1.203
H -1.774 3.784 1.307
F -5.238 -1.908 -1.104
Te -4.680 -0.892 0.298
F -5.809 0.466 -0.151
F -3.299 -2.211 0.623
F -5.886 -1.732 1.373
F -3.330 -0.219 -0.835
O -3.762 -0.021 1.629
*
```

## Properties
LUMO energy   -0.197 Ha
Highest occupied orbital energy   -12.967 eV
ΔE to the lowest compared entry with this formula, charge and spin   0.6 kcal per mole
Kohn-Sham gap   7.61 eV

Here are the Mulliken charges for atoms 1 to 4, given in e: 0.36 -1.37 0.80 -0.84


[4]
Formula: C10H10FN2
Source: the Open Molecules 2025 dataset
Level of theory: ωB97M-V/def2-TZVPD

The geometry in ORCA input format:
```
! RIJCOSX wB97M-V def2-TZVPD def2/J DEFGRID3
* xyz 1 1
C 1.068 -2.546 -0.108
C -0.057 -1.859 0.270
C -0.323 -0.428 0.252
C 0.678 0.539 -0.332
C 0.297 1.816 -0.810
C 1.231 2.636 -1.367
C 2.590 2.324 -1.289
C 2.910 1.065 -0.687
N 1.959 0.217 -0.194
N -1.532 -0.063 0.626
F -1.936 1.213 0.752
C -2.706 -1.117 1.001
C -3.434 -1.053 2.039
H 1.247 -3.551 0.018
H 1.874 -2.088 -0.810
H -0.879 -2.395 0.712
H -0.695 2.070 -1.155
H 0.845 3.475 -1.811
H 3.273 3.109 -1.647
H 3.869 0.602 -0.686
H -2.591 -1.906 0.306
H -4.437 -1.562 1.989
H -3.251 -0.497 2.932
*
```

## Properties
LUMO energy   -0.191 Ha
Highest occupied orbital energy   -13.484 eV
ΔE to the lowest compared entry with this formula, charge and spin   15.6 kcal per mole
Structure (SMILES)   C=C/C(c1ccccn1)=[N+](/F)C=C
Kohn-Sham gap   8.29 eV

Here are the Mulliken charges for atoms 1 to 4, given in e: -0.84 -0.43 1.03 0.62


[5]
Formula: C10H10N2
Source: the Open Molecules 2025 dataset
Level of theory: ωB97M-V/def2-TZVPD

The geometry in ORCA input format:
```
! RIJCOSX wB97M-V def2-TZVPD def2/J DEFGRID3
* xyz 0 1
C -2.869 0.627 -1.759
C -2.363 -0.699 -2.035
C -1.189 -1.228 -1.400
C -0.522 -0.289 -0.609
C -0.948 1.075 -0.528
C -2.055 1.526 -1.141
N -0.143 1.836 0.283
C 0.635 0.831 0.793
N 0.612 -0.421 0.175
C 1.620 -1.259 0.743
C 2.558 -0.325 1.594
C 1.642 0.845 2.013
H -3.750 0.935 -2.333
H -3.005 -1.275 -2.748
H -0.908 -2.174 -1.679
H -2.244 2.574 -0.991
H 1.177 -2.126 1.291
H 2.021 -1.736 -0.160
H 2.861 -1.041 2.366
H 3.471 0.052 1.166
H 1.119 0.585 2.837
H 2.281 1.685 2.122
*
```

## Properties
LUMO energy   0.030 Ha
Highest occupied orbital energy   -8.024 eV
ΔE to the lowest compared entry with this formula, charge and spin   44.5 kcal per mole
Structure (SMILES)   c1ccc2c(c1)nc1n2CCC1
Kohn-Sham gap   8.83 eV

Here are the Mulliken charges for atoms 1 to 4, given in e: -0.62 -0.28 -1.05 0.26


[6]
Formula: C10H10N2O
Source: the Open Molecules 2025 dataset
Level of theory: ωB97M-V/def2-TZVPD

The geometry in ORCA input format:
```
! RIJCOSX wB97M-V def2-TZVPD def2/J DEFGRID3
* xyz 2 1
C 1.764 2.752 0.270
C 1.051 2.403 1.481
C 1.736 1.885 -0.818
C 0.396 1.201 1.548
C 0.938 0.782 -0.800
C 0.425 0.335 0.468
C -0.992 -2.355 -1.202
C -1.412 -1.509 0.865
C -0.234 -1.176 -1.086
C 0.660 -0.238 -1.851
N -1.584 -2.581 -0.086
N -0.386 -0.746 0.171
O -2.543 -0.760 0.972
H 2.322 3.620 0.138
H 1.254 2.835 2.447
H 2.183 2.132 -1.712
H -0.149 1.083 2.483
H -1.178 -2.852 -2.124
H -1.033 -1.750 1.843
H 0.158 0.183 -2.664
H 1.657 -0.633 -2.304
H -2.047 -3.467 0.275
H -2.985 -1.146 1.684
*
```

## Properties
LUMO energy (spin up / spin down)   -0.394 / -0.406 Ha
Highest occupied orbital energy (spin up / spin down)   -17.288 / -17.084 eV
ΔE to the lowest compared entry with this formula, charge and spin   0.0 kcal per mole
Kohn-Sham gap (spin up / spin down)   6.57 / 6.03 eV

Here are the Mulliken charges for atoms 1 to 4, given in e: -0.39 -0.62 -0.80 -0.59


[7]
Formula: C10H10OP2
Source: the Open Molecules 2025 dataset
Level of theory: ωB97M-V/def2-TZVPD

The geometry in ORCA input format:
```
! RIJCOSX wB97M-V def2-TZVPD def2/J DEFGRID3
* xyz 0 1
C 1.475 -1.372 1.206
C 1.469 -2.122 0.054
C 1.848 -0.026 1.138
C 1.807 -1.607 -1.167
C 2.041 0.605 -0.139
C 2.001 -0.241 -1.265
C -1.140 0.362 0.846
C -1.479 1.653 1.033
C -1.390 -0.453 -0.329
C -2.547 2.106 0.039
O -3.417 0.467 -2.125
P -1.319 -2.000 -0.892
P -2.146 0.876 -1.455
H 1.353 -1.932 2.082
H 1.104 -3.100 0.229
H 1.752 0.486 2.080
H 1.732 -2.292 -2.008
H 2.311 1.630 -0.492
H -0.471 -0.189 1.432
H -1.067 2.171 1.901
H -3.537 1.696 0.156
H -2.571 3.157 -0.138
H 2.189 0.124 -2.186
*
```

## Properties
LUMO energy (spin up / spin down)   -0.054 / -0.043 Ha
Highest occupied orbital energy (spin up / spin down)   -7.926 / -7.743 eV
ΔE to the lowest compared entry with this formula, charge and spin   63.9 kcal per mole
Kohn-Sham gap (spin up / spin down)   6.46 / 6.56 eV

Here are the Mulliken charges for atoms 1 to 4, given in e: -0.36 -0.63 -0.45 -0.59


[8]
Formula: C10H10OS
Source: the Open Molecules 2025 dataset
Level of theory: ωB97M-V/def2-TZVPD

The geometry in ORCA input format:
```
! RIJCOSX wB97M-V def2-TZVPD def2/J DEFGRID3
* xyz 0 1
C -3.226 1.235 0.154
S -1.583 1.938 0.114
C -0.619 0.505 0.079
C -0.988 -0.929 -0.192
C -2.107 -2.171 -0.174
O 0.294 -1.661 -0.077
C 1.356 -0.774 -0.078
C 2.713 -0.987 -0.138
C 3.548 0.079 -0.072
C 3.037 1.413 0.140
C 1.654 1.689 0.212
C 0.845 0.540 0.076
H -3.606 1.383 -0.824
H -3.892 1.772 0.859
H -3.236 0.229 0.448
H -2.108 -2.398 -1.316
H -1.611 -2.931 0.454
H -3.118 -1.919 0.043
H 3.065 -2.007 -0.112
H 4.609 0.028 -0.145
H 3.739 2.318 0.313
H 1.233 2.646 0.237
*
```

## Properties
LUMO energy   0.026 Ha
Highest occupied orbital energy   -7.596 eV
ΔE to the lowest compared entry with this formula, charge and spin   3.4 kcal per mole
Structure (SMILES)   CSc1c(C)oc2ccccc12
Kohn-Sham gap   8.31 eV

Here are the Mulliken charges for atoms 1 to 4, given in e: -0.69 -0.15 0.58 0.20